# 1
Molecular formula: C32H57N2O2P2Pt
Method: DFT, ωB97M-V/def2-TZVPD

For the LUMO energy (alpha / beta), the calculation gives -0.0971 / -0.1496 hartree. As for the total energy: -2315.25007 Ha. As for the net charge: +1. The expectation value of S² is 2.0277. The energy above the lowest of the compared OMol25 structures with the same formula, charge and spin is 12.2 kcal/mol. As for the largest force on an atom: 5.14 eV/Å. Its multiplicity is 3. For the orbital gap (alpha / beta), the calculation gives 4.18 / 6.47 eV.

Geometry (Å):
H 2.332 4.626 -1.654
C -3.559 0.514 -3.022
H -2.285 1.244 -5.347
C 2.351 -2.272 -0.064
H -2.228 -2.479 -0.878
C 1.452 3.958 1.389
C 2.378 -1.299 -1.235
O 2.262 0.622 2.245
H 1.614 0.134 4.997
C 3.271 -1.393 -2.303
H 0.146 2.292 -2.815
H -2.477 0.829 4.798
C 2.122 0.457 -3.365
C -1.462 4.526 0.633
C 1.642 -4.662 2.278
H -0.476 -5.362 0.761
H 2.480 4.026 1.769
C -2.668 2.360 0.544
C -1.596 3.212 -0.161
H 2.049 -3.099 4.244
H 1.060 1.750 5.064
H -4.071 1.204 -3.703
H 4.042 -2.161 -2.301
H -4.056 -0.458 -3.111
H -0.564 -5.527 -0.990
H -2.407 -4.132 -0.195
H -3.732 0.854 -1.994
C 1.844 -2.462 3.369
H -0.164 -2.118 -2.083
C -0.062 -4.980 -0.179
H 2.704 -3.256 -0.401
H -2.449 5.015 0.634
N -1.453 -0.186 -1.087
H -2.860 4.370 -1.465
H -2.560 2.732 -2.076
H 2.909 1.728 0.195
C 1.326 0.327 1.620
H -1.667 0.176 6.260
H 0.943 -5.483 2.085
H -1.182 4.365 1.681
H -2.351 -1.165 -4.869
C -1.670 1.400 -4.452
H -0.623 1.258 -4.735
P 0.670 -2.386 0.762
C 1.476 3.406 -0.062
H 2.966 2.524 -1.401
H -0.662 -3.773 -2.488
C -0.346 -3.486 -0.383
C 0.764 0.729 5.326
H -1.121 -4.039 2.457
C 2.812 2.684 -0.326
H 0.609 4.338 -1.876
C -1.785 -1.002 -3.942
C 1.309 0.571 -2.237
H 1.041 -3.444 -2.092
H -3.651 2.823 0.365
H 3.057 -1.930 0.714
H -2.077 -1.783 -3.230
C -2.070 0.391 -3.391
H 1.350 -1.552 3.722
C -1.200 0.534 -2.084
C -0.438 0.332 4.523
H -0.907 -2.459 3.250
C 0.952 -3.287 2.431
N 1.479 -0.312 -1.240
P 0.019 2.222 -0.262
H 0.728 0.672 6.415
O -0.289 0.153 3.300
C 3.110 -0.526 -3.381
H -2.029 -2.739 0.859
H 0.883 3.314 2.072
H -2.703 1.329 0.168
H 2.426 -4.652 1.508
C -0.438 -3.435 3.067
C 0.003 -3.177 -1.845
H 1.998 1.145 -4.207
H 2.806 -2.207 2.903
C -1.750 0.094 5.181
H 1.035 4.972 1.439
H 1.012 -5.201 -0.249
H -0.333 -3.941 4.037
C 1.375 4.532 -1.117
C 0.135 1.499 -2.058
H -2.183 -0.871 4.899
H 3.621 3.337 0.034
Pt -0.016 -0.123 0.418
H 3.763 -0.623 -4.251
H -1.299 4.001 -2.202
H -0.763 5.231 0.171
H 2.137 -4.909 3.229
H -0.718 -1.118 -4.165
H -1.816 2.435 -4.134
H -2.499 2.322 1.628
C -2.092 3.585 -1.568
H 1.187 5.501 -0.642
C -1.844 -3.186 -0.128

Atomic partial charges in e from the Mulliken method, atoms 1 to 2: 0.393, -1.734

# 2
Molecular formula: C2HF3O
Method: DFT, ωB97M-V/def2-TZVPD

For the LUMO energy (alpha / beta), the calculation gives -0.0801 / -0.0801 hartree. As for the total energy: -451.52642 Ha. The energy above the lowest of the compared OMol25 structures with the same formula, charge and spin is 70.2 kcal/mol. As for the largest force on an atom: 4.42 eV/Å. For the orbital gap (alpha / beta), the calculation gives 9.32 / 9.32 eV.

Geometry (Å):
O -0.067 -1.697 0.567
F -2.628 -1.013 -0.397
C -0.306 -0.598 0.151
H 0.497 0.113 0.349
F -1.785 0.826 -1.113
F -1.764 0.638 1.499
C -1.623 -0.251 -0.450

Atomic partial charges in e from the Mulliken method, atoms 1 to 2: -0.384, -0.089

# 3
Molecular formula: C2H3IO2
Method: DFT, ωB97M-V/def2-TZVPD

For the LUMO energy, the calculation gives 0.0128 hartree. As for the total energy: -526.10397 Ha. The energy above the lowest of the compared OMol25 structures with the same formula, charge and spin is 59.6 kcal/mol. As for the largest force on an atom: 3.80 eV/Å. For the orbital gap, the calculation gives 10.20 eV.

Geometry (Å):
H 0.562 0.033 1.845
H -0.556 0.031 -1.673
H 0.540 1.400 -1.328
C 0.077 0.502 -0.911
O 1.020 -0.391 -0.354
I -1.028 -2.077 1.200
O -0.642 0.749 0.279
C 0.027 -0.248 0.943

Atomic partial charges in e from the Mulliken method, atoms 1 to 2: 0.359, 0.220

# 4
Molecular formula: C25H28F3NO4
Method: DFT, ωB97M-V/def2-TZVPD

For the LUMO energy, the calculation gives 0.0191 hartree. As for the total energy: -1624.79856 Ha. The energy above the lowest of the compared OMol25 structures with the same formula, charge and spin is 0.0 kcal/mol. As for the largest force on an atom: 0.61 eV/Å. Its SMILES is CCO[C@@H]1OC(C(=O)NCc2ccccc2)=C[C@H](c2ccc(C(F)(F)F)cc2)[C@H]1CCCO. For the orbital gap, the calculation gives 9.60 eV.

Geometry (Å):
H -1.087 -0.948 -0.439
H 0.482 2.874 -2.092
H -1.517 3.680 1.198
N 3.622 -0.489 1.329
H -3.027 -2.195 -1.301
O 1.793 1.326 0.863
C -1.027 0.939 1.491
H 3.694 0.314 0.724
H -3.621 1.097 2.323
H -2.547 2.626 0.224
H -2.286 2.647 -2.346
H -5.563 -0.151 1.468
C 0.869 2.405 0.775
C 5.500 -3.280 -2.348
H 2.114 5.638 -1.081
O 2.171 -1.803 2.470
H 5.631 -0.820 1.765
C 2.578 3.910 0.116
H -2.192 4.731 -0.905
H 2.477 4.431 1.079
F -6.465 -2.339 0.473
C -4.581 -0.318 1.050
H -0.437 4.550 -0.831
C 5.040 -2.054 0.104
H -1.467 4.052 -3.063
C -1.377 4.004 -0.918
H 5.681 -3.757 -3.299
H -1.322 1.504 2.385
C 0.079 -0.006 1.850
H 3.569 -4.168 -2.090
F -6.331 -1.206 -1.348
C 4.315 -3.510 -1.669
H 6.970 -1.167 -0.161
C -4.411 -1.245 0.031
C -5.612 -1.972 -0.499
H 2.983 4.366 -1.945
C 6.454 -2.438 -1.803
O -0.290 2.463 -2.505
C 2.407 -0.804 1.819
H 7.380 -2.256 -2.329
F -5.303 -3.087 -1.175
C 2.900 4.891 -0.998
H 3.373 3.161 0.210
C -3.153 -1.471 -0.511
C -1.553 3.077 0.286
H 3.167 -3.081 0.089
C -0.544 1.929 0.410
C -2.223 0.167 0.992
H 3.841 5.391 -0.785
H 0.853 2.912 1.764
C 1.347 0.205 1.507
H -0.470 1.405 -0.545
H 4.490 -2.130 2.178
C 4.757 -1.383 1.424
C -1.404 3.290 -2.269
C -3.487 0.380 1.526
C 4.086 -2.901 -0.449
H -0.166 -0.913 2.379
C -2.067 -0.768 -0.026
O 1.348 3.269 -0.198
C 6.222 -1.824 -0.584

Atomic partial charges in e from the Mulliken method, atoms 1 to 2: 0.470, 0.392